No. 1
This record from OMol25 describes a cluster of 3 separate species, C24H47F17N6O4P3 in total. The level of theory is ωB97M-V with the def2-TZVPD basis set.

XYZ file:
```
101
Properties=species:S:1:pos:R:3:forces:R:3
F 7.454418 -0.116380 3.383493 -3.686 3.281 -1.481
C 6.366320 0.842245 2.938718 1.064 -5.076 -0.328
F 6.488851 0.840824 1.454954 -0.933 0.441 5.404
F 5.109816 0.157493 3.426873 4.376 3.090 -2.220
C 6.709973 2.237435 3.684603 2.983 -1.001 3.451
F 8.220684 2.344298 3.655017 -5.014 -0.299 -0.204
F 6.417477 2.025817 5.153419 0.646 0.701 -5.109
C 6.104601 3.618656 3.180368 1.973 4.682 1.572
F 7.278412 4.470599 2.730335 -3.746 -2.835 1.108
F 5.589808 4.400287 4.369915 1.366 -2.928 -3.929
C 5.032520 3.737935 2.009708 -0.587 3.018 -3.602
F 4.656604 5.206828 1.942530 1.415 -4.718 0.633
F 5.608637 3.494179 0.631494 -1.490 0.377 4.810
C 3.617364 2.953719 2.061091 -2.283 -0.154 -3.500
F 3.666408 1.619179 1.350925 0.222 4.310 2.940
F 2.741994 3.781861 1.135641 2.595 -2.669 3.025
C 2.807757 2.926036 3.473153 -0.007 0.878 2.746
F 3.559778 2.331046 4.627636 -1.680 2.037 -4.051
F 2.601910 4.370724 3.866543 0.639 -4.634 -1.501
C 1.383917 2.069596 3.450726 -0.325 -3.337 0.056
F 0.838430 1.811507 2.102426 1.912 1.231 4.241
F 1.765041 0.700828 3.974858 -0.869 3.986 -1.841
C 0.254907 2.619707 4.502317 -0.990 -0.027 1.751
F -0.636511 1.451095 4.812501 2.858 3.740 -1.137
F 0.936446 2.934161 5.813889 -1.416 -1.138 -3.647
C -0.545848 3.969489 4.066417 -1.549 0.161 0.222
C -1.481804 3.854559 2.727930 -1.155 1.028 -0.718
C -2.708471 2.773423 2.816806 0.320 -0.609 -0.505
C -3.573793 2.619774 4.200589 -0.968 -1.051 0.500
O -4.496835 1.482960 3.882918 2.721 2.013 0.315
P -4.864868 1.593680 2.177501 -2.538 -0.957 -2.243
O -3.745266 2.891920 1.746288 2.908 0.619 3.271
H 0.113632 4.935516 3.939531 -0.708 -2.413 0.397
H -1.292499 4.221234 4.964433 1.773 -0.842 -1.814
H -0.861360 3.687526 1.726577 -1.240 0.172 2.284
H -1.991933 4.924904 2.587288 1.211 -2.132 0.449
H -2.168681 1.753023 2.601385 -1.085 1.517 0.808
H -4.246760 3.540291 4.521433 1.458 -1.339 -1.134
H -3.029854 2.303592 5.187755 -0.462 0.590 -1.996
H -5.744450 0.453077 2.252298 -0.351 -0.078 0.665
H -3.873538 0.663953 1.695745 0.446 0.157 0.543
H -5.363566 1.744330 0.817225 0.148 0.056 -0.015
H -5.891520 2.509983 2.611206 -0.059 0.388 -0.011
O 0.898686 -2.660807 -2.811218 0.222 -0.640 -4.667
P 2.391685 -2.326487 -3.049394 0.094 1.925 8.065
N 2.871314 -3.574902 -1.981793 0.194 -2.532 0.310
C 3.892458 -3.590385 -0.954852 0.176 0.508 0.234
C 2.709229 -4.928908 -2.527449 -0.662 -0.053 -0.073
N 2.227441 -0.825340 -2.194828 0.057 1.818 -0.175
C 2.451214 -0.706866 -0.762335 0.642 -0.075 0.016
C 0.982541 -0.090517 -2.488025 -0.114 -0.246 -0.367
N 4.107997 -1.942162 -3.323194 -0.684 -0.585 -2.238
C 4.851165 -2.856666 -4.180533 -0.202 -0.298 -0.064
C 4.944255 -0.909480 -2.746509 -0.120 1.185 -0.519
H 4.901347 -3.588143 -1.350275 0.591 -0.009 -0.095
H 3.800631 -4.481278 -0.314472 -0.205 0.058 -0.494
H 3.791342 -2.763200 -0.246868 0.046 -0.009 -0.378
H 3.506724 -5.171965 -3.240087 0.104 -0.207 0.050
H 1.751236 -5.037161 -3.048771 0.132 0.238 0.038
H 2.708134 -5.697929 -1.743408 0.096 0.317 -0.007
H 1.841853 -1.399593 -0.184564 -0.152 -0.204 0.207
H 2.234083 0.303896 -0.401040 -0.245 -0.051 -0.367
H 3.500281 -0.842794 -0.504351 0.058 -0.205 0.027
H 0.136594 -0.500325 -1.926086 0.043 0.064 -0.196
H 0.743676 -0.133412 -3.557323 -0.014 -0.058 0.235
H 1.079540 0.968320 -2.222487 0.276 -0.144 0.041
H 5.397712 -3.597834 -3.589817 0.139 -0.052 0.025
H 5.570499 -2.333783 -4.819629 -0.106 0.053 0.090
H 4.173144 -3.391040 -4.853657 0.103 -0.030 0.135
H 5.306699 -1.192894 -1.755201 -0.161 -0.092 0.087
H 4.441458 0.059644 -2.687740 -0.149 -0.333 0.218
H 5.832989 -0.716531 -3.360238 -0.116 -0.307 -0.150
O -4.449318 -0.171233 -0.503769 0.585 3.667 -2.915
P -4.563573 -0.685566 -1.959774 -0.399 -7.102 3.853
N -6.117116 -1.328534 -1.641258 -2.534 0.332 0.390
C -6.704047 -2.596391 -2.022876 0.411 -0.319 -0.060
C -7.175690 -0.316659 -1.527792 0.224 0.416 0.588
N -3.339690 -1.880917 -1.670034 1.828 -0.790 -0.396
C -3.645814 -3.221304 -1.194853 -0.253 -0.123 -0.583
C -2.197530 -1.401614 -0.869132 -0.158 0.405 -0.042
N -4.694918 -1.276830 -3.633559 0.359 2.342 -0.631
C -5.565649 -0.520837 -4.524597 -0.161 0.190 0.261
C -4.154048 -2.468039 -4.255496 1.162 0.110 -0.241
H -6.930121 -2.665689 -3.080378 -0.182 -0.170 -0.600
H -7.644678 -2.779714 -1.480828 0.221 0.478 -0.064
H -6.083038 -3.450874 -1.740198 0.074 0.271 -0.228
H -7.482989 0.054143 -2.513186 -0.239 -0.019 -0.084
H -6.843495 0.543934 -0.935952 0.196 -0.153 -0.053
H -8.068052 -0.701177 -1.015979 0.268 -0.143 -0.118
H -4.224192 -3.216793 -0.272644 -0.219 -0.015 0.279
H -2.736365 -3.803060 -1.011050 0.168 0.401 0.018
H -4.167902 -3.808210 -1.948869 -0.219 0.036 -0.001
H -2.437074 -1.391188 0.199444 0.020 0.203 0.007
H -1.904292 -0.388818 -1.170047 -0.184 -0.178 0.185
H -1.321598 -2.045069 -1.009718 -0.202 -0.130 -0.260
H -6.561417 -0.970535 -4.581222 -0.125 -0.035 -0.102
H -5.163459 -0.456364 -5.541149 0.076 -0.057 0.095
H -5.677285 0.509477 -4.171957 -0.099 -0.143 -0.004
H -4.767259 -3.346948 -4.041320 -0.059 -0.020 0.163
H -3.118892 -2.665723 -3.964235 -0.282 0.001 0.295
H -4.114573 -2.373840 -5.347884 -0.213 0.280 0.052
```
Forces are in eV/Å.

The HOMO energy is -3.489 eV. Its LUMO energy is -0.0067 hartree. As for the total energy: -116825.1710 eV. The calculation puts the orbital gap at 3.3 eV. As for the spin multiplicity: 1. Its charge is -1.

---

No. 2
This record from OMol25 describes a cluster of 4 separate species, C24H47N5O8P in total. The level of theory is ωB97M-V with the def2-TZVPD basis set.

XYZ file:
```
85
Properties=species:S:1:pos:R:3:forces:R:3
C 1.656085 -0.738231 -0.620386 -0.465 0.545 1.321
P 1.597779 1.095922 -0.667328 0.018 0.115 -2.540
O 2.974095 1.503437 0.152236 -0.530 -0.066 0.851
N 0.217516 1.424909 0.387674 0.759 -0.404 0.650
C 0.129550 2.363416 1.324339 0.681 0.232 -0.222
N -0.904029 2.608617 2.116673 -0.839 -0.324 0.124
C -0.537991 3.612040 2.890214 0.061 -0.379 -0.340
N 0.693038 4.014325 2.618434 -0.493 0.873 0.834
C 1.465836 5.076639 3.271152 0.351 -0.486 -0.238
C 2.721297 4.516402 3.947296 -0.063 0.030 -0.446
C 2.653377 4.696468 5.446981 0.757 -0.098 0.392
O 1.911151 5.499394 5.921024 -1.050 0.509 0.466
N 3.491707 3.921152 6.283005 0.146 -0.964 -1.253
C 4.500362 3.145540 5.592501 0.080 0.008 0.191
C 5.684056 3.768086 5.205171 -0.265 -0.505 -0.093
C 6.639582 3.031103 4.511040 -0.334 -0.018 0.098
C 6.425233 1.686615 4.224575 -0.170 -0.056 -0.014
C 5.253215 1.053693 4.635475 0.028 0.700 0.191
C 4.294639 1.793270 5.321867 0.205 0.060 -0.072
N 1.130936 3.232698 1.609723 0.242 -0.033 -0.237
H 1.034796 -1.069835 0.211824 -0.158 -0.323 -0.059
H 1.320271 -1.182380 -1.546566 0.057 -0.005 -0.228
H 2.665735 -1.026310 -0.348630 0.259 -0.059 -0.305
H 3.496086 1.998102 -0.489890 0.138 0.100 0.033
H -0.597755 0.838773 0.277672 -0.071 -0.042 0.122
H -1.165516 4.032050 3.652276 0.062 0.263 0.200
H 0.789228 5.492122 4.005653 -0.016 0.270 0.144
H 1.723313 5.830841 2.536433 -0.147 0.137 -0.149
H 3.600375 5.023387 3.560106 0.205 0.045 0.063
H 2.851019 3.466654 3.698845 0.098 -0.183 0.012
H 2.894329 3.267098 6.780509 -0.002 0.445 0.634
H 5.835427 4.804985 5.456995 0.096 0.164 0.027
H 7.550019 3.515092 4.199232 0.174 0.015 -0.044
H 7.169780 1.131539 3.675271 0.103 -0.057 -0.008
H 5.064183 0.013054 4.432488 0.111 -0.167 -0.066
H 3.381234 1.313410 5.648446 -0.103 -0.023 0.041
H 2.052865 3.364924 1.223675 0.031 -0.324 -0.086
C 1.329033 2.803940 -4.633697 0.027 -0.004 0.062
O 1.785952 1.544820 -4.173697 -0.033 0.042 -0.146
C 1.059050 0.453113 -4.725177 0.198 -0.078 0.286
C 1.828648 -0.231195 -5.831631 -0.199 -0.033 -0.246
O 1.970911 0.609596 -6.962998 0.075 0.093 0.109
C 3.255301 1.196784 -7.075517 -0.027 -0.027 -0.056
H 2.049036 3.555515 -4.312073 0.010 -0.023 0.027
H 1.253683 2.831639 -5.722577 -0.020 0.001 -0.004
H 0.352254 3.042838 -4.197227 -0.019 0.016 -0.055
H 0.081715 0.781743 -5.089531 -0.001 0.016 -0.033
H 0.890477 -0.267482 -3.916881 -0.066 -0.031 -0.050
H 1.268558 -1.115625 -6.150637 0.018 -0.022 0.045
H 2.806022 -0.562382 -5.467232 0.016 0.022 0.030
H 3.999188 0.444787 -7.357812 0.038 0.018 0.042
H 3.561991 1.678707 -6.143551 0.012 -0.015 0.011
H 3.205008 1.948370 -7.860898 -0.034 -0.028 -0.026
C -2.346147 -5.143048 -2.714054 -0.040 -0.031 0.030
O -2.882989 -4.051826 -1.979896 0.091 -0.012 -0.114
C -1.901179 -3.149241 -1.512699 -0.299 0.025 0.195
C -1.849822 -1.896883 -2.361075 0.311 -0.012 -0.088
O -1.376411 -2.170446 -3.667293 -0.139 0.026 0.043
C -2.419152 -2.212900 -4.632703 0.075 0.013 -0.091
H -3.179194 -5.669076 -3.175392 -0.033 0.016 0.041
H -1.663665 -4.803571 -3.496202 0.012 0.007 0.005
H -1.821135 -5.832941 -2.046079 0.037 0.000 -0.028
H -0.916805 -3.626831 -1.476162 0.027 0.012 -0.044
H -2.180164 -2.869306 -0.489387 0.053 0.015 0.004
H -1.145703 -1.189535 -1.900258 -0.042 0.017 0.018
H -2.832666 -1.417677 -2.396324 -0.033 -0.034 0.025
H -2.805103 -1.206722 -4.825289 -0.049 -0.016 0.013
H -3.236272 -2.861470 -4.311539 -0.006 0.010 0.019
H -1.996720 -2.607221 -5.554613 0.047 0.017 0.012
C -7.154339 -5.823089 1.697519 0.041 -0.030 -0.001
O -5.800329 -5.561862 1.371232 -0.109 0.094 0.043
C -5.644612 -4.626889 0.314819 0.253 -0.250 0.045
C -5.259718 -3.260552 0.833114 -0.185 0.194 -0.158
O -6.304478 -2.659558 1.581833 0.070 -0.055 0.090
C -6.110478 -2.739139 2.981446 -0.046 0.015 -0.028
H -7.165226 -6.400221 2.620348 0.041 -0.023 -0.013
H -7.717515 -4.899252 1.850454 -0.013 0.003 -0.018
H -7.633455 -6.412818 0.909128 -0.047 0.033 0.001
H -6.556769 -4.564070 -0.285658 -0.031 0.050 0.020
H -4.838988 -4.991966 -0.328914 -0.017 0.051 -0.038
H -5.056966 -2.606849 -0.022483 0.031 -0.034 -0.009
H -4.346083 -3.331077 1.433210 0.004 -0.040 0.028
H -5.299926 -2.071892 3.297453 0.025 -0.043 0.035
H -5.884542 -3.759487 3.300016 0.027 0.003 0.003
H -7.033102 -2.416755 3.460578 -0.008 0.032 -0.034
```
Forces are in eV/Å.

The HOMO energy is -10.560 eV. Its LUMO energy is -0.0988 hartree. As for the total energy: -58760.1721 eV. The calculation puts the orbital gap at 7.9 eV. As for the spin multiplicity: 1. Its charge is +1.